Record 1
{
  "formula": "C3H5FO2",
  "method": "ωB97M-V/def2-TZVPD",
  "e_homo_ev": -10.635,
  "lumo_energy_ev": 0.703,
  "smiles": "O=C[C@@H](O)CF",
  "gap_ha": 0.4167,
  "e_above_lowest_kj_mol": 77.2,
  "elements": ["O", "C", "C", "O", "C", "F", "H", "H", "H", "H", "H"],
  "positions_angstrom": [[-0.561302, 1.473830, -1.273084], [-0.400453, 1.068433, -0.154830], [-0.450728, -0.416134, 0.097062], [-0.876551, -1.032719, -1.071158], [0.870414, -0.850375, 0.602597], [1.241747, -0.054041, 1.653495], [-0.189011, 1.720550, 0.692411], [-1.223190, -0.568792, 0.918843], [-0.889502, -0.350006, -1.780569], [0.875854, -1.906222, 0.935433], [1.637554, -0.749595, -0.162618]],
  "forces_ev_per_a": [[-0.107, 0.546, -0.320], [0.098, -0.076, 0.046], [-2.318, 0.745, 0.535], [0.281, -0.510, -0.406], [1.284, -1.693, -0.235], [0.051, 0.393, 0.768], [0.032, 0.291, 0.148], [0.726, 0.093, -0.739], [0.075, -0.291, 0.574], [-0.139, 0.484, -0.118], [0.018, 0.018, -0.252]]
}



Record 2
{
  "formula": "C3H5FOS",
  "method": "ωB97M-V/def2-TZVPD",
  "e_homo_ev": -8.999,
  "lumo_energy_ev": 0.324,
  "smiles": "FCCOC=S",
  "gap_ha": 0.3426,
  "e_above_lowest_kj_mol": 247.6,
  "elements": ["F", "C", "C", "O", "C", "S", "H", "H", "H", "H", "H"],
  "positions_angstrom": [[1.850986, 1.164912, -1.642542], [0.733669, 1.760146, -1.067295], [-0.300765, 0.652841, -0.477328], [0.374426, 0.117609, 0.634179], [-0.185488, -0.727068, 1.409382], [-1.310686, -1.654635, 0.698653], [1.037469, 2.188871, 0.072127], [0.187456, 2.484436, -1.725985], [-1.279288, 1.004140, -0.444504], [-0.449519, -0.133164, -1.114747], [0.336079, -0.610719, 2.555547]],
  "forces_ev_per_a": [[-1.010, 0.591, 0.169], [-1.225, -0.682, 4.334], [3.965, 1.488, -2.273], [1.557, 3.535, 0.699], [0.113, -1.113, 2.346], [-0.861, -1.171, 1.673], [-0.311, -0.271, -3.542], [0.986, -0.631, 0.450], [-1.693, 1.177, 1.603], [0.176, -1.961, -2.263], [-1.698, -0.961, -3.195]]
}



Record 3
{
  "formula": "C3H5FS",
  "method": "ωB97M-V/def2-TZVPD",
  "e_homo_ev": -9.488,
  "lumo_energy_ev": 0.914,
  "smiles": "C#C.FCS",
  "gap_ha": 0.3823,
  "e_above_lowest_kj_mol": 256.9,
  "elements": ["C", "C", "H", "H", "F", "C", "S", "H", "H", "H"],
  "positions_angstrom": [[-2.061917, 0.938726, 0.223453], [-2.311142, 0.369773, 1.252044], [-1.639471, 1.317449, -0.589000], [-2.310584, 0.016380, 2.321595], [1.618939, 1.110081, -0.505927], [1.338307, 0.429332, 0.642107], [0.988884, -1.327101, 0.204710], [0.627388, 1.072177, 1.156028], [2.263257, 0.208758, 1.201079], [0.288041, -1.090422, -0.961697]],
  "forces_ev_per_a": [[-1.150, -1.886, 3.420], [0.456, 0.020, 1.779], [1.070, 1.512, -3.184], [-0.423, 0.401, -2.045], [0.480, 0.451, -0.638], [0.765, -1.229, -0.138], [-0.871, 0.641, -0.638], [-0.342, -0.752, 0.346], [-0.293, 0.919, 0.133], [0.308, -0.077, 0.964]]
}



Record 4
{
  "formula": "C3H5FeLiO4",
  "method": "ωB97M-V/def2-TZVPD",
  "total_charge": 3,
  "e_homo_ev": [-22.740, -22.593],
  "lumo_energy_ev": [-13.633, -15.668],
  "spin_multiplicity": 6,
  "s2": 8.7596,
  "gap_ha": [0.3347, 0.2545],
  "e_above_lowest_kj_mol": 79.0,
  "elements": ["O", "C", "C", "O", "O", "C", "Fe", "H", "H", "H", "H", "Li", "O", "H"],
  "positions_angstrom": [[0.428338, -0.265769, 0.308382], [1.734380, 0.039500, 0.281973], [-0.495913, 0.741423, 0.349102], [2.532361, -0.946837, 0.264393], [2.157107, 1.205131, 0.249861], [-1.776891, 0.350322, -0.264150], [3.959150, 0.457581, 0.253391], [-0.101554, 1.700800, -0.006668], [-2.672201, 0.901030, 0.128931], [-1.404345, 0.419103, 1.245538], [-1.898909, 0.846957, -1.274340], [2.172192, -2.797101, 0.412509], [-1.898258, -1.240358, -0.734630], [-2.735463, -1.411783, -1.214286]],
  "forces_ev_per_a": [[1.347, -0.555, 0.100], [-2.675, -0.012, -0.051], [-1.671, -1.402, 0.338], [0.441, -0.569, 0.114], [0.137, 0.349, 0.037], [-2.128, -4.271, -3.979], [1.849, 0.735, -0.056], [-0.530, 0.377, 1.255], [-0.271, -0.860, 0.138], [2.490, 1.480, 0.212], [0.360, -0.004, -0.465], [-0.107, -0.808, 0.020], [1.067, 5.055, 1.992], [-0.310, 0.486, 0.343]]
}



Record 5
{
  "formula": "C3H5HgO2",
  "method": "ωB97M-V/def2-TZVPD",
  "total_charge": -1,
  "e_homo_ev": [-0.994, -2.581],
  "lumo_energy_ev": [4.094, 3.141],
  "spin_multiplicity": 3,
  "s2": 2.0244,
  "gap_ha": [0.1869, 0.2103],
  "e_above_lowest_kj_mol": 0.0,
  "elements": ["H", "O", "C", "O", "C", "H", "H", "C", "H", "H", "Hg"],
  "positions_angstrom": [[1.903970, 0.219561, 1.316734], [-0.666454, 0.500366, -0.409630], [-0.106489, -0.742462, -0.279273], [1.251777, -0.640651, -0.548906], [1.984990, 0.346145, 0.131197], [3.045155, 0.222988, -0.120993], [1.657961, 1.369270, -0.098115], [-2.101794, 0.567545, -0.166745], [-2.608011, -0.028608, -0.968091], [-2.276987, 0.263057, 0.896590], [-2.084114, -2.077209, 0.247231]],
  "forces_ev_per_a": [[-0.002, 0.156, -2.183], [-2.486, 1.380, 0.182], [0.367, -0.993, 0.166], [0.105, -0.059, -0.045], [0.016, 0.050, 2.304], [-0.223, 0.008, -0.101], [0.030, -0.228, -0.033], [2.536, -1.057, -0.245], [-0.182, 0.847, 0.488], [-0.397, 0.641, -0.632], [0.235, -0.745, 0.098]]
}



Record 6
{
  "formula": "C3H5I",
  "method": "ωB97M-V/def2-TZVPD",
  "e_homo_ev": -9.274,
  "lumo_energy_ev": 0.229,
  "smiles": "C=C(C)I",
  "gap_ha": 0.3492,
  "e_above_lowest_kj_mol": 97.5,
  "elements": ["C", "C", "C", "I", "H", "H", "H", "H", "H"],
  "positions_angstrom": [[-0.645868, -1.258416, -0.027980], [0.244651, -0.306353, -0.236247], [0.051926, 1.088556, 0.157327], [2.412803, -0.597591, -0.859637], [-0.500376, -2.388390, -0.079995], [-1.653234, -1.037940, 0.138856], [-0.027372, 1.735121, -0.595191], [-0.810637, 1.277706, 0.655144], [0.928106, 1.487308, 0.847723]],
  "forces_ev_per_a": [[1.738, -2.730, -0.861], [1.413, -0.782, 0.383], [3.937, -0.401, 2.664], [-1.882, -0.157, 0.470], [0.291, 1.780, -0.326], [-1.364, 0.839, 0.682], [0.363, 2.556, -3.584], [-2.797, -0.139, 1.974], [-1.699, -0.966, -1.402]]
}



Record 7
{
  "formula": "C3H5IN",
  "method": "ωB97M-V/def2-TZVPD",
  "total_charge": 1,
  "e_homo_ev": -13.903,
  "lumo_energy_ev": -6.102,
  "smiles": "C#C[C@H]([NH3+])I",
  "gap_ha": 0.2867,
  "e_above_lowest_kj_mol": 83.2,
  "elements": ["C", "C", "C", "N", "I", "H", "H", "H", "H", "H"],
  "positions_angstrom": [[-2.193847, 0.292974, 0.611553], [-1.061662, 0.303449, 0.186502], [0.286480, 0.450663, -0.098242], [0.995529, -0.797612, -0.607080], [1.603687, 0.985297, 2.040254], [-3.235207, 0.361414, 0.679504], [0.403913, 1.308091, -0.635173], [0.459074, -1.520318, -0.033107], [1.946194, -0.642625, -0.493871], [0.795840, -0.741334, -1.650339]],
  "forces_ev_per_a": [[1.286, 0.035, -1.205], [-1.636, -0.614, 1.302], [1.606, -0.901, 3.465], [-4.685, 1.451, -1.045], [-1.265, -0.542, -2.085], [-0.935, -0.069, 0.492], [1.301, 2.092, -1.745], [1.679, 0.196, -1.348], [2.547, -0.472, 0.837], [0.101, -1.177, 1.331]]
}



Record 8
{
  "formula": "C3H5IN2O2S",
  "method": "ωB97M-V/def2-TZVPD",
  "e_homo_ev": -9.237,
  "lumo_energy_ev": -0.308,
  "gap_ha": 0.3282,
  "e_above_lowest_kj_mol": 71.5,
  "elements": ["C", "C", "C", "N", "N", "O", "O", "S", "I", "H", "H", "H", "H", "H"],
  "positions_angstrom": [[0.305637, -1.274890, 0.549202], [-0.657929, -0.990485, -0.465370], [-1.258847, 0.352068, -0.164834], [1.395659, -0.699118, 0.818728], [-2.487737, 0.479110, 0.048987], [1.592083, 0.528136, -1.497831], [1.362316, 1.823269, 0.520183], [1.877987, 0.634258, -0.116759], [-3.295146, 2.180839, 0.754865], [0.111717, -1.967149, 1.394256], [-0.229770, -0.906607, -1.445762], [-1.570873, -1.755163, -0.450884], [-0.313510, 1.026437, 0.039324], [3.168412, 0.569295, 0.015896]],
  "forces_ev_per_a": [[0.763, -1.239, 2.674], [-4.406, -1.925, -1.303], [2.336, 1.430, 1.315], [1.699, 1.660, -0.710], [0.025, -0.747, -0.335], [0.030, -0.727, -1.577], [0.962, -0.507, 0.413], [-1.714, 0.866, 1.048], [0.099, 0.532, 0.024], [-0.541, -0.187, -0.973], [0.346, -0.256, -0.546], [2.191, 1.337, -0.170], [-3.073, 0.016, -0.385], [1.282, -0.253, 0.524]]
}



Number 1: DFT total energy -367.6279 Ha. Number 2: DFT total energy -690.4953 Ha. Number 3: DFT total energy -615.2392 Ha. Number 4: DFT total energy -1688.1542 Ha. Number 5: DFT total energy -421.0172 Ha. Number 6: DFT total energy -414.9373 Ha. Number 7: DFT total energy -469.3666 Ha. Number 8: DFT total energy -1073.0615 Ha.